Entry 1:
{"formula": "C28H26F6IN4O9S3TeW", "method": "ωB97M-V with the def2-TZVPD basis set", "homo_energy_ev": [-8.7, -9.3], "homo_lumo_gap_ev": [7.7, 8.4], "multiplicity": 2, "elements": ["W", "O", "S", "O", "O", "O", "F", "C", "F", "F", "S", "O", "O", "N", "S", "O", "O", "C", "F", "F", "F", "I", "C", "C", "N", "N", "C", "H", "H", "H", "C", "C", "C", "C", "C", "C", "Te", "N", "C", "O", "C", "C", "C", "C", "C", "C", "C", "C", "C", "C", "C", "C", "C", "C", "C", "C", "H", "H", "H", "H", "H", "H", "H", "H", "H", "H", "H", "H", "H", "H", "H", "H", "H", "H", "H", "H", "H", "H", "H"], "xyz": [[1.711, 1.846, 0.166], [2.602, 5.217, -1.073], [1.965, 4.597, 0.034], [1.564, 5.420, 1.147], [2.861, 3.440, 0.634], [0.813, 3.673, -0.404], [5.143, 1.573, -0.280], [5.177, 2.166, -1.470], [5.095, 3.475, -1.313], [6.319, 1.858, -2.077], [3.791, 1.581, -2.546], [2.539, 1.860, -1.758], [3.893, 2.389, -3.709], [4.060, 0.082, -2.740], [2.949, -1.055, -2.374], [2.674, -1.912, -3.528], [2.611, 0.534, 0.755], [4.126, -2.087, -1.352], [5.048, -2.666, -2.103], [3.383, -3.054, -0.769], [4.709, -1.383, -0.390], [-2.403, 1.810, 4.917], [-0.833, 2.281, 3.677], [0.082, 3.308, 3.829], [0.935, 3.234, 2.810], [0.612, 2.227, 1.978], [-0.472, 1.643, 2.496], [0.166, 4.079, 4.575], [1.590, 3.950, 2.492], [-0.954, 0.816, 2.001], [-3.421, -2.597, 5.145], [-2.595, -2.353, 3.915], [-1.259, -2.004, 4.010], [-0.491, -1.723, 2.884], [0.967, -1.401, 3.125], [-1.105, -1.785, 1.619], [0.245, -1.349, 0.043], [0.042, 0.595, -0.397], [-1.261, 0.989, -0.684], [-2.222, 0.370, -0.258], [-1.428, 2.188, -1.547], [-2.497, 3.044, -1.297], [-2.679, 4.161, -2.092], [-1.816, 4.406, -3.154], [-0.771, 3.537, -3.423], [-0.570, 2.430, -2.614], [-0.580, -2.248, -1.657], [-0.958, -1.481, -2.748], [-1.394, -2.114, -3.900], [-1.439, -3.498, -3.946], [-1.033, -4.249, -2.855], [-0.584, -3.642, -1.687], [-0.139, -4.481, -0.520], [-2.452, -2.170, 1.488], [-3.191, -2.345, 0.189], [-3.162, -2.442, 2.651], [-2.793, -2.761, 6.020], [-4.072, -3.462, 5.018], [-4.059, -1.734, 5.347], [-0.793, -1.938, 4.986], [1.089, -1.003, 4.132], [1.399, -0.672, 2.444], [1.576, -2.306, 3.054], [-3.164, 2.829, -0.473], [-3.493, 4.843, -1.886], [-1.961, 5.282, -3.773], [-0.097, 3.727, -4.248], [0.261, 1.766, -2.809], [-0.906, -0.402, -2.722], [-1.682, -1.524, -4.759], [-1.774, -3.998, -4.846], [-1.046, -5.331, -2.910], [0.106, -5.489, -0.847], [-0.916, -4.553, 0.246], [0.763, -4.085, -0.042], [-2.861, -1.667, -0.587], [-4.254, -2.171, 0.350], [-3.079, -3.371, -0.172], [-4.206, -2.721, 2.559]]}


Entry 2:
{"formula": "C7H4", "method": "ωB97M-V with the def2-TZVPD basis set", "homo_energy_ev": -7.9, "homo_lumo_gap_ev": 7.3, "elements": ["C", "C", "C", "C", "C", "C", "C", "H", "H", "H", "H"], "xyz": [[0.826, 0.225, 0.785], [0.919, -0.041, -0.758], [-1.473, 0.019, 1.764], [-1.603, 0.116, 0.353], [-0.048, -0.073, 1.714], [-0.324, 0.155, -0.192], [1.857, -0.066, -1.706], [-2.242, -0.026, 2.481], [-2.398, 0.073, -0.347], [2.782, -0.144, -1.243], [1.704, -0.238, -2.851]]}


What did we get for relative energy (zero: lowest compared OMol25 entry of this formula, charge and spin)? Answer: 0.0 64.2 kcal/mol, in the order shown.